[1]
Below is C4H5AuO2 as an isolated structure in a non-equilibrium geometry, with properties calculated with wB97M-V/def2-TZVPD.

Element x y z (Å)
H  -2.87  1.45  -0.11
O  -1.93  1.48  -0.32
C  -1.39  0.18  -0.26
C  0.06  0.21  -0.53
C  1.20  0.75  -0.72
H  -1.87  -0.49  -0.99
H  -1.53  -0.27  0.74
H  1.83  1.55  -1.10
C  1.35  -0.75  0.15
O  1.22  -0.90  1.47
Au  2.52  -1.60  2.22
H  1.40  -1.61  -0.55

Values from the calculation:
Frontier orbital gap (spin up / spin down)   0.31079 / 0.25282 Eh
Energy   -11997.648 eV
Expectation value of S²   3.76
Net charge   +1
HOMO level (spin up / spin down)   -11.941 / -14.903 eV
2S+1   4

Atomic partial charges in e from the Löwdin method, atoms 1 to 8:
1 H 0.11
2 O -0.01
3 C -0.20
4 C -0.04
5 C 0.20
6 H 0.15
7 H 0.15
8 H 0.14

---

[2]
Below is a single C15H17NO4 molecule, with properties calculated with wB97M-V/def2-TZVPD.

Element x y z (Å)
C  -4.10  1.57  -0.91
C  -3.26  0.53  -1.65
H  -3.69  -0.47  -1.55
H  -3.17  0.80  -2.71
O  -1.95  0.42  -1.09
C  -1.03  1.30  -1.52
O  -1.27  2.16  -2.34
C  0.26  1.09  -0.89
C  1.40  1.84  -1.12
N  2.43  1.36  -0.37
C  1.99  0.29  0.37
C  2.66  -0.51  1.29
C  1.96  -1.53  1.89
C  0.61  -1.74  1.59
C  -0.07  -0.95  0.69
C  0.62  0.08  0.07
H  -1.11  -1.12  0.47
O  -0.01  -2.77  2.30
C  -0.85  -3.62  1.69
O  -1.10  -3.63  0.52
C  -1.43  -4.58  2.71
H  -1.84  -5.45  2.20
H  -2.22  -4.07  3.25
H  -0.66  -4.88  3.42
H  2.44  -2.18  2.61
H  3.70  -0.35  1.53
C  3.76  1.91  -0.37
H  4.18  1.90  -1.37
H  3.75  2.94  -0.01
H  4.39  1.32  0.29
C  1.59  3.00  -2.03
H  1.92  3.87  -1.47
H  2.34  2.78  -2.78
H  0.65  3.22  -2.52
H  -3.65  2.55  -1.03
H  -5.10  1.58  -1.32
H  -4.14  1.33  0.15

Values from the calculation:
Frontier orbital gap   0.32312 Eh
Energy   -25512.165 eV
HOMO level   -8.072 eV
Structure (SMILES)   CCOC(=O)c1c(C)n(C)c2ccc(OC(C)=O)cc12

Atomic partial charges in e from the Löwdin method, atoms 1 to 8:
1 C -0.06
2 C -0.22
3 H 0.12
4 H 0.12
5 O -0.01
6 C -0.43
7 O 0.09
8 C -0.02

---

[3]
Below is a 17-piece molecular cluster, C46H104N12O32S5 overall in a non-equilibrium geometry, with properties calculated with wB97M-V/def2-TZVPD.

Element x y z (Å)
C  -3.72  -2.91  5.32
C  -4.90  -1.96  5.50
O  -5.73  -2.53  6.47
S  -5.33  -4.08  7.03
O  -6.30  -5.09  6.57
O  -5.02  -4.00  8.46
O  -3.87  -4.07  6.15
H  -2.77  -2.44  5.60
H  -3.66  -3.31  4.31
H  -5.54  -1.97  4.62
H  -4.70  -0.92  5.73
C  -1.09  -0.43  6.81
C  -0.98  0.61  5.76
O  -1.68  1.75  6.26
S  -2.76  1.34  7.44
O  -4.14  1.72  7.12
O  -2.37  1.73  8.80
O  -2.44  -0.27  7.30
H  -0.36  -0.21  7.59
H  -0.80  -1.38  6.35
H  -1.44  0.31  4.82
H  -0.02  1.08  5.52
C  -5.52  4.07  2.78
C  -5.87  3.38  4.15
O  -4.57  3.16  4.68
S  -3.54  2.61  3.49
O  -3.71  1.15  3.37
O  -2.17  3.16  3.71
O  -4.38  3.40  2.30
H  -5.29  5.13  2.83
H  -6.38  3.96  2.12
H  -6.52  2.55  3.87
H  -6.42  4.17  4.65
C  4.08  5.60  -1.05
C  2.96  6.18  -0.15
O  1.72  5.71  -0.63
S  1.80  5.11  -2.23
O  1.28  6.21  -3.08
O  1.14  3.77  -2.17
O  3.49  5.20  -2.30
H  4.45  4.76  -0.46
H  4.85  6.35  -1.20
H  2.79  7.24  -0.32
H  3.16  5.89  0.88
C  -0.50  4.35  -7.50
C  -1.78  4.11  -6.65
O  -1.64  2.88  -6.02
S  -0.12  2.28  -6.19
O  -0.11  1.27  -7.29
O  0.58  1.99  -4.96
O  0.46  3.66  -6.83
H  -0.02  5.33  -7.63
H  -0.57  3.85  -8.47
H  -2.65  4.09  -7.29
H  -1.95  4.86  -5.87
C  -4.52  -2.15  -4.55
C  -4.73  -3.52  -5.36
O  -3.75  -4.27  -5.55
N  -5.98  -3.81  -5.72
C  -6.42  -5.04  -6.43
H  -4.57  -2.33  -3.47
H  -5.18  -1.35  -4.86
H  -3.54  -1.69  -4.68
H  -6.69  -3.13  -5.49
H  -5.75  -5.89  -6.25
H  -6.44  -4.90  -7.51
H  -7.38  -5.40  -6.05
C  3.78  2.18  1.89
C  2.66  3.15  2.17
O  3.00  4.25  2.59
N  1.39  2.83  1.85
C  0.22  3.64  2.04
H  4.75  2.66  2.06
H  3.65  1.71  0.92
H  3.77  1.32  2.56
H  1.25  2.03  1.24
H  0.23  3.92  3.10
H  -0.70  3.10  1.84
H  0.19  4.51  1.38
C  0.13  0.16  -1.67
C  0.17  0.20  -0.17
O  1.16  0.59  0.44
N  -0.93  -0.33  0.36
C  -0.96  -0.60  1.78
H  1.09  -0.08  -2.12
H  -0.06  1.21  -1.90
H  -0.75  -0.33  -2.10
H  -1.63  -0.79  -0.21
H  -1.97  -0.41  2.16
H  -0.37  0.10  2.37
H  -0.74  -1.63  2.04
C  4.59  -1.09  1.59
C  5.50  -1.08  2.74
O  5.69  -0.03  3.36
N  6.12  -2.22  3.03
C  6.89  -2.54  4.23
H  4.51  -2.09  1.15
H  4.94  -0.32  0.90
H  3.60  -0.75  1.90
H  6.08  -2.97  2.36
H  6.35  -2.41  5.17
H  7.87  -2.05  4.23
H  7.12  -3.61  4.27
C  0.62  -4.64  3.62
C  -0.22  -3.85  4.60
O  -0.57  -2.70  4.27
N  -0.51  -4.37  5.78
C  -0.19  -5.74  6.28
H  -0.07  -5.38  3.23
H  1.48  -5.04  4.15
H  0.96  -3.92  2.88
H  -1.20  -3.81  6.27
H  -1.06  -6.38  6.18
H  0.07  -5.82  7.34
H  0.62  -6.16  5.68
C  7.04  1.59  -6.52
C  6.07  2.44  -5.69
O  5.77  3.57  -5.96
N  5.53  1.83  -4.62
C  4.58  2.39  -3.69
H  6.52  1.12  -7.35
H  7.58  0.88  -5.90
H  7.76  2.29  -6.94
H  5.40  0.83  -4.72
H  4.46  1.74  -2.82
H  3.54  2.42  -4.00
H  4.93  3.31  -3.21
C  -4.59  -1.34  0.45
C  -3.86  -0.97  -0.84
O  -2.94  -1.66  -1.30
N  -4.31  0.17  -1.38
C  -3.86  0.65  -2.70
H  -4.70  -0.40  1.00
H  -4.16  -2.16  1.02
H  -5.63  -1.52  0.15
H  -5.09  0.67  -0.98
H  -4.74  0.97  -3.27
H  -3.36  -0.11  -3.30
H  -3.23  1.48  -2.40
C  -0.76  -3.92  0.12
C  -0.33  -4.02  -1.35
O  0.57  -4.77  -1.74
N  -0.97  -3.26  -2.21
C  -0.76  -3.26  -3.65
H  -1.60  -3.25  0.29
H  -0.04  -3.58  0.87
H  -1.02  -4.93  0.44
H  -1.77  -2.74  -1.87
H  0.21  -3.68  -3.91
H  -0.54  -2.25  -4.00
H  -1.57  -3.63  -4.27
C  -4.19  3.84  -1.02
C  -5.63  3.51  -0.66
O  -5.95  2.37  -0.26
N  -6.52  4.48  -0.96
C  -7.96  4.48  -0.80
H  -4.20  4.15  -2.07
H  -3.52  3.00  -0.84
H  -3.83  4.76  -0.56
H  -6.12  5.34  -1.31
H  -8.32  5.50  -0.91
H  -8.27  4.09  0.17
H  -8.59  3.98  -1.54
C  2.42  -1.55  -5.33
C  3.73  -1.76  -6.16
O  4.69  -1.06  -5.96
N  3.74  -2.75  -7.05
C  5.05  -3.08  -7.72
H  2.23  -0.48  -5.27
H  2.47  -1.97  -4.32
H  1.53  -1.91  -5.86
H  2.88  -3.28  -7.04
H  4.80  -3.46  -8.71
H  5.52  -3.87  -7.15
H  5.82  -2.30  -7.80
C  5.78  -1.28  -3.04
C  6.01  -2.19  -1.89
O  7.18  -2.45  -1.57
N  5.03  -2.81  -1.25
C  3.59  -2.46  -1.34
H  6.25  -1.57  -3.98
H  6.08  -0.25  -2.84
H  4.74  -1.20  -3.36
H  5.32  -3.35  -0.45
H  3.07  -2.58  -0.39
H  2.99  -3.13  -1.96
H  3.50  -1.41  -1.61
C  3.92  1.91  6.05
C  2.93  0.74  5.99
O  2.02  0.71  6.81
N  3.03  -0.15  5.03
C  2.07  -1.19  4.67
H  3.49  2.89  5.88
H  4.78  1.68  5.42
H  4.32  2.06  7.05
H  3.71  -0.01  4.29
H  2.38  -1.98  3.98
H  1.17  -0.70  4.30
H  1.71  -1.60  5.62

Values from the calculation:
Frontier orbital gap   0.30976 Eh
Energy   -186962.099 eV
HOMO level   -8.713 eV

Atomic partial charges in e from the Löwdin method, atoms 1 to 8:
1 C -0.17
2 C -0.18
3 O -0.21
4 S 0.80
5 O -0.26
6 O -0.25
7 O -0.23
8 H 0.09

---

[4]
Below is C25H23Cl5N7SV as an isolated structure, with properties calculated with wB97M-V/def2-TZVPD.

Element x y z (Å)
V  0.24  0.16  0.54
C  1.14  -2.64  0.63
N  1.15  -1.58  -0.40
C  2.52  -1.26  -0.87
C  2.79  0.23  -1.02
C  3.91  0.65  -1.72
C  4.21  2.00  -1.76
C  3.38  2.89  -1.10
C  2.28  2.39  -0.44
N  1.98  1.09  -0.40
C  0.26  -1.96  -1.51
C  -0.11  -0.75  -2.32
C  -0.16  -0.73  -3.70
C  -0.57  0.44  -4.33
C  -0.91  1.54  -3.56
C  -0.82  1.43  -2.18
N  -0.43  0.31  -1.57
C  -0.17  -2.66  1.39
C  -0.62  -3.81  2.00
C  -1.77  -3.76  2.77
C  -2.45  -2.56  2.88
C  -1.95  -1.45  2.22
N  -0.83  -1.49  1.48
H  1.94  -2.41  1.35
H  1.34  -3.63  0.20
H  2.73  -1.77  -1.81
H  3.23  -1.63  -0.13
H  4.55  -0.08  -2.21
H  5.09  2.35  -2.30
H  3.58  3.95  -1.10
H  1.60  3.05  0.09
H  -0.66  -2.36  -1.08
H  0.71  -2.74  -2.14
H  0.11  -1.61  -4.26
H  -0.62  0.48  -5.41
H  -1.23  2.47  -4.01
H  -1.07  2.28  -1.55
H  -0.06  -4.73  1.90
H  -2.14  -4.65  3.26
H  -3.35  -2.47  3.46
H  -2.45  -0.50  2.27
Cl  -1.00  1.97  1.94
C  0.44  1.60  2.94
C  1.25  0.60  2.41
C  2.41  0.39  3.14
Cl  3.58  -0.77  2.54
C  2.71  1.07  4.32
Cl  4.16  0.74  5.19
C  1.83  2.04  4.81
Cl  2.17  2.89  6.26
C  0.67  2.33  4.09
Cl  -0.43  3.54  4.62
N  -3.88  2.43  -0.60
N  -4.47  1.66  -1.62
C  -4.37  0.32  -1.68
N  -4.91  -0.25  -2.77
S  -3.59  -0.57  -0.50
H  -3.11  1.87  -0.24
H  -4.55  2.52  0.15
H  -4.70  2.18  -2.45
H  -5.60  0.24  -3.33
H  -4.95  -1.26  -2.79

Values from the calculation:
Frontier orbital gap (spin up / spin down)   0.27411 / 0.30814 Eh
Energy   -135861.057 eV
Expectation value of S²   3.76
Net charge   +1
HOMO level (spin up / spin down)   -9.837 / -10.979 eV
2S+1   4

Atomic partial charges in e from the Löwdin method, atoms 1 to 8:
1 V 0.59
2 C -0.11
3 N -0.22
4 C -0.09
5 C -0.24
6 C 0.00
7 C -0.03
8 C -0.03

---

[5]
Below is a single C5H11N molecule in a non-equilibrium geometry, with properties calculated with wB97M-V/def2-TZVPD.

Element x y z (Å)
C  0.59  -0.80  -0.88
C  -0.40  0.68  2.84
C  0.36  -1.47  -2.23
N  -0.06  0.34  1.49
C  -0.32  1.13  0.54
C  -0.14  0.71  -0.86
H  1.65  -0.61  -0.69
H  0.22  -1.44  -0.08
H  -0.63  2.17  0.71
H  -1.21  0.03  3.17
H  0.46  0.48  3.48
H  -0.71  1.73  2.96
H  0.86  -2.43  -2.26
H  0.73  -0.85  -3.04
H  -0.70  -1.64  -2.39
H  0.42  1.45  -1.44
H  -1.11  0.52  -1.32

Values from the calculation:
Frontier orbital gap   0.38646 Eh
Energy   -6852.580 eV
HOMO level   -9.313 eV
Structure (SMILES)   CCC/C=N/C

Atomic partial charges in e from the Löwdin method, atoms 1 to 8:
1 C -0.23
2 C -0.14
3 C -0.14
4 N -0.04
5 C -0.22
6 C -0.15
7 H 0.09
8 H 0.08

---

[6]
Below is a 2-piece molecular cluster, C3H3NO overall in a non-equilibrium geometry, with properties calculated with wB97M-V/def2-TZVPD.

Element x y z (Å)
C  2.45  -1.07  -0.05
C  1.22  -1.02  0.02
C  -1.28  -0.24  0.03
N  -1.28  1.11  -0.05
O  -2.06  -1.06  -0.07
H  3.45  -0.96  -0.33
H  -0.41  1.56  0.30
H  -2.09  1.67  0.15

Values from the calculation:
Frontier orbital gap (spin up / spin down)   0.28838 / 0.28853 Eh
Energy   -6691.554 eV
HOMO level (spin up / spin down)   -9.150 / -9.152 eV

Partial charges, Löwdin, in e:
1 C -0.15
2 C -0.11
3 C -0.30
4 N 0.16
5 O 0.20
6 H -0.04
7 H 0.13
8 H 0.11

---

[7]
Below is a 3-piece molecular cluster, C27H27BFN5O2 overall in a non-equilibrium geometry, with properties calculated with wB97M-V/def2-TZVPD.

Element x y z (Å)
C  4.17  -1.18  0.85
O  4.56  -0.11  -0.07
B  4.39  1.09  0.69
O  5.55  1.81  1.03
C  2.89  1.49  1.13
C  1.81  1.11  0.24
F  2.00  0.44  -0.94
C  0.40  1.44  0.63
N  -0.71  1.07  -0.22
C  0.14  2.12  1.90
C  -1.38  2.38  2.25
C  -2.01  0.94  2.56
C  -1.26  0.11  3.52
C  -1.74  -1.23  3.83
C  -2.95  -1.80  3.20
C  -3.70  -0.94  2.25
C  -3.22  0.42  1.93
C  -4.05  1.25  0.90
C  1.25  2.55  2.83
N  0.88  3.22  3.98
C  1.99  3.50  4.71
C  3.39  3.16  4.36
N  3.73  2.54  3.20
C  2.63  2.22  2.42
H  4.85  -2.06  0.72
H  4.27  -0.80  1.91
H  3.09  -1.44  0.68
H  5.96  1.34  1.78
H  -0.66  1.57  -1.11
H  -0.77  0.06  -0.36
H  -1.92  2.76  1.34
H  -1.50  3.07  3.12
H  -0.33  0.49  4.01
H  -1.20  -1.91  4.54
H  -3.31  -2.84  3.41
H  -4.62  -1.36  1.76
H  -4.87  1.83  1.38
H  -4.52  0.50  0.19
H  -3.35  1.87  0.28
H  1.82  4.04  5.68
H  4.22  3.44  5.05
N  -3.06  -1.79  -1.08
C  -4.30  -2.26  -1.29
C  -4.73  -2.78  -2.50
C  -3.83  -2.81  -3.56
C  -2.55  -2.32  -3.37
C  -2.22  -1.83  -2.11
H  -4.96  -2.22  -0.44
H  -5.74  -3.15  -2.62
H  -4.13  -3.20  -4.52
H  -1.82  -2.32  -4.17
H  -1.23  -1.45  -1.91
N  0.48  -1.22  -5.18
C  1.38  -1.33  -6.17
C  2.75  -1.23  -5.99
C  3.22  -1.00  -4.71
C  2.31  -0.89  -3.66
C  0.97  -1.01  -3.96
H  0.96  -1.50  -7.16
H  3.42  -1.33  -6.83
H  4.28  -0.92  -4.52
H  2.65  -0.71  -2.65
H  0.22  -0.93  -3.17

Values from the calculation:
Frontier orbital gap   0.28001 Eh
Energy   -43375.155 eV
HOMO level   -8.366 eV
Structure (SMILES)   COB(O)c1c(F)c(N)c(Cc2ccccc2C)c2nccnc12.c1ccncc1.c1ccncc1

Atomic partial charges in e from the Löwdin method, atoms 1 to 8:
1 C -0.07
2 O -0.04
3 B -0.54
4 O 0.12
5 C 0.05
6 C -0.10
7 F 0.04
8 C -0.14

---

[8]
Below is an isolated ion of composition C8H15N2O2 and charge +1 in a non-equilibrium geometry, with properties calculated with wB97M-V/def2-TZVPD.

Element x y z (Å)
C  1.06  0.93  -0.38
C  0.38  0.04  0.60
C  -1.70  -1.18  -0.15
C  -1.53  -2.58  -0.61
C  1.24  -1.50  2.38
C  -2.91  0.74  0.00
C  2.24  2.47  -2.53
C  0.95  -0.02  2.02
N  -0.65  -0.67  0.38
N  0.61  0.87  -1.60
O  -2.86  -0.64  -0.30
O  1.15  1.52  -2.60
H  1.67  1.75  -0.02
H  -2.26  -2.74  -1.30
H  -1.67  -3.13  0.30
H  -0.61  -2.81  -0.90
H  0.39  -2.15  2.15
H  1.42  -1.67  3.53
H  2.01  -1.85  1.77
H  -3.70  0.83  0.72
H  -3.13  1.33  -0.97
H  -1.87  1.12  0.39
H  1.79  3.55  -2.46
H  2.90  2.31  -3.46
H  2.89  2.36  -1.62
H  1.97  0.49  2.04
H  0.22  0.67  2.61

Values from the calculation:
Frontier orbital gap   0.34157 Eh
Energy   -15603.401 eV
Net charge   +1
HOMO level   -13.703 eV
Structure (SMILES)   CCC(/C=N/OC)=[N+]=C(C)OC

Atomic partial charges in e from the Löwdin method, atoms 1 to 8:
1 C -0.04
2 C -0.21
3 C -0.34
4 C 0.09
5 C -0.08
6 C -0.01
7 C -0.04
8 C -0.16

---

Copy entry 8 word for word.
Below is an isolated ion of composition C8H15N2O2 and charge +1 in a non-equilibrium geometry, with properties calculated with wB97M-V/def2-TZVPD.

Element x y z (Å)
C  1.06  0.93  -0.38
C  0.38  0.04  0.60
C  -1.70  -1.18  -0.15
C  -1.53  -2.58  -0.61
C  1.24  -1.50  2.38
C  -2.91  0.74  0.00
C  2.24  2.47  -2.53
C  0.95  -0.02  2.02
N  -0.65  -0.67  0.38
N  0.61  0.87  -1.60
O  -2.86  -0.64  -0.30
O  1.15  1.52  -2.60
H  1.67  1.75  -0.02
H  -2.26  -2.74  -1.30
H  -1.67  -3.13  0.30
H  -0.61  -2.81  -0.90
H  0.39  -2.15  2.15
H  1.42  -1.67  3.53
H  2.01  -1.85  1.77
H  -3.70  0.83  0.72
H  -3.13  1.33  -0.97
H  -1.87  1.12  0.39
H  1.79  3.55  -2.46
H  2.90  2.31  -3.46
H  2.89  2.36  -1.62
H  1.97  0.49  2.04
H  0.22  0.67  2.61

Values from the calculation:
Frontier orbital gap   0.34157 Eh
Energy   -15603.401 eV
Net charge   +1
HOMO level   -13.703 eV
Structure (SMILES)   CCC(/C=N/OC)=[N+]=C(C)OC

Atomic partial charges in e from the Löwdin method, atoms 1 to 8:
1 C -0.04
2 C -0.21
3 C -0.34
4 C 0.09
5 C -0.08
6 C -0.01
7 C -0.04
8 C -0.16

---

Question: Which value of energy does entry 8 give?
Answer: -15603.401 eV

---

Repeat the first record exactly.
Below is C4H5AuO2 as an isolated structure in a non-equilibrium geometry, with properties calculated with wB97M-V/def2-TZVPD.

Element x y z (Å)
H  -2.87  1.45  -0.11
O  -1.93  1.48  -0.32
C  -1.39  0.18  -0.26
C  0.06  0.21  -0.53
C  1.20  0.75  -0.72
H  -1.87  -0.49  -0.99
H  -1.53  -0.27  0.74
H  1.83  1.55  -1.10
C  1.35  -0.75  0.15
O  1.22  -0.90  1.47
Au  2.52  -1.60  2.22
H  1.40  -1.61  -0.55

Values from the calculation:
Frontier orbital gap (spin up / spin down)   0.31079 / 0.25282 Eh
Energy   -11997.648 eV
Expectation value of S²   3.76
Net charge   +1
HOMO level (spin up / spin down)   -11.941 / -14.903 eV
2S+1   4

Atomic partial charges in e from the Löwdin method, atoms 1 to 8:
1 H 0.11
2 O -0.01
3 C -0.20
4 C -0.04
5 C 0.20
6 H 0.15
7 H 0.15
8 H 0.14

---

Question: Which of these has the lowest energy?
Answer: C46H104N12O32S5